No. 1
Here is the ion C5H11O2 with charge -1 at a distorted geometry from the Open Molecules 2025 dataset. Energies are from the ωB97M-V functional and the def2-TZVPD basis.

**Lowest unoccupied orbital energy**: 0.1252 Ha
**Total charge**: -1
**Structure (SMILES)**: [O-]CCCCCO
**Energy relative to the best compared isomer or geometry (same formula, charge and spin)**: 95.3 kcal/mol

Each line ends with the Mulliken charge.
Cartesian coordinates (Å):
O (-3.03031, -0.12190, -0.88416)  -0.85
C (-2.36432, 0.79628, -0.29499)  -0.41
C (-0.77250, 0.86173, -1.02880)  -0.83
C (0.32258, 0.91969, -0.03226)  -0.67
C (0.71583, -0.31201, 0.74884)  -0.11
C (1.73387, -1.25000, 0.09873)  -0.57
O (2.26834, -2.09554, 1.11996)  -0.54
H (-2.61368, 1.83314, -0.45852)  0.23
H (-2.17336, 0.60958, 0.77045)  0.18
H (-0.78318, -0.16411, -1.46260)  -0.04
H (-1.09757, 1.60968, -1.69781)  0.63
H (0.17538, 1.81180, 0.69987)  0.26
H (1.08045, 1.22469, -0.68740)  0.37
H (-0.24033, -0.74609, 1.09887)  0.30
H (1.34313, 0.23230, 1.62819)  0.09
H (2.49246, -0.59969, -0.25504)  0.34
H (1.30448, -1.77934, -0.72650)  0.30
H (1.63871, -2.83021, 1.36316)  0.31

Atoms 1-3, force components in eV/Å:
-2.063 -1.217 -0.845
3.276 -0.906 -0.793
-3.511 -3.176 2.080

---

No. 2
Here is a structure of composition C44H111F6N9O13Sr at a distorted geometry from the Open Molecules 2025 dataset. Energies are from the ωB97M-V functional and the def2-TZVPD basis.

**Lowest unoccupied orbital energy**: -0.0306 Ha
**Energy relative to the best compared isomer or geometry (same formula, charge and spin)**: 105.8 kcal/mol

Each line ends with the Mulliken charge.
Cartesian coordinates (Å):
Sr (5.14881, 2.16913, 0.92622)  1.61
C (1.49498, 0.97801, 1.27905)  -0.07
O (1.98308, -0.03181, 0.34161)  0.58
O (2.51808, 1.88537, 1.53558)  -0.85
C (0.13572, 1.62007, 0.76517)  0.52
F (-0.45596, 2.45047, 1.61936)  0.32
F (0.31488, 2.33339, -0.39346)  -0.36
F (-0.76738, 0.68314, 0.47303)  0.22
C (1.37840, -1.35040, 0.48647)  -0.13
C (1.80835, -2.15985, -0.73592)  -1.34
H (2.89425, -2.12585, -0.64786)  0.83
H (1.39240, -3.12700, -0.45360)  0.39
H (1.48409, -1.80846, -1.71546)  -0.44
H (0.29166, -1.34198, 0.40262)  0.01
H (1.70330, -1.91099, 1.36299)  0.25
H (1.30508, 0.51211, 2.24599)  -0.44
C (5.03248, 5.11146, 3.15715)  -0.13
O (3.99038, 5.09248, 2.18873)  -0.01
O (5.47292, 3.77282, 3.13942)  -0.86
C (6.12604, 6.25129, 2.70754)  0.74
F (5.57952, 7.42464, 2.41751)  -0.29
F (6.97109, 6.60797, 3.68494)  -0.30
F (6.88277, 5.94185, 1.63470)  -0.27
C (2.86806, 5.95180, 2.33340)  -0.46
C (1.79716, 5.59987, 1.27162)  -0.71
H (2.28976, 5.89100, 0.34388)  0.31
H (1.60134, 4.53100, 1.18639)  -0.11
H (0.89605, 6.19156, 1.43289)  0.43
H (3.04372, 6.99806, 2.08324)  0.30
H (2.48349, 5.91325, 3.35258)  0.35
H (4.75849, 5.36944, 4.18012)  0.20
C (0.55502, -5.59585, -4.97044)  -1.76
C (0.47237, -4.19128, -4.48118)  1.45
C (1.16365, -3.13888, -5.34689)  -0.20
O (2.53248, -3.42243, -5.63878)  -0.40
C (3.11798, -2.53999, -6.61108)  -0.64
N (-0.97735, -3.87400, -4.49910)  -0.52
H (1.59570, -5.90750, -5.05956)  0.40
H (-0.09220, -5.70848, -5.84022)  0.37
H (0.04810, -6.28386, -4.29385)  0.45
H (0.86989, -4.11178, -3.46937)  -0.28
H (1.25528, -2.11784, -4.97651)  -0.18
H (0.55314, -3.12240, -6.24972)  0.41
H (4.13959, -2.74164, -6.93317)  0.29
H (3.10071, -1.55857, -6.13713)  0.14
H (2.47677, -2.40230, -7.48171)  0.34
H (-1.22101, -2.91902, -4.27833)  0.13
H (-1.45068, -4.56978, -3.94058)  0.17
C (0.22543, 5.05858, -5.41250)  -1.47
C (0.92957, 3.70594, -5.31880)  0.30
C (0.31592, 2.80471, -4.22064)  -0.03
O (0.92534, 1.52123, -4.29390)  -0.37
C (0.50001, 0.61250, -3.28267)  -0.01
N (0.84789, 3.12868, -6.63254)  -0.77
H (0.69482, 5.70026, -6.15816)  0.35
H (0.10822, 5.52001, -4.43196)  0.34
H (-0.79819, 4.78840, -5.67192)  0.39
H (1.98866, 3.91030, -5.16176)  0.23
H (-0.74838, 2.59812, -4.33319)  0.28
H (0.60964, 3.21654, -3.25512)  -0.14
H (-0.49669, 0.24303, -3.52390)  0.89
H (0.47058, 1.02788, -2.27535)  -0.18
H (1.24873, -0.17894, -3.31633)  -0.52
H (-0.10891, 3.04078, -6.94384)  0.30
H (1.25753, 2.22045, -6.46695)  0.28
C (-1.68934, 5.68149, 2.95992)  -1.19
C (-3.05958, 5.15798, 2.44623)  0.46
C (-3.39552, 5.32962, 0.95612)  -0.17
O (-3.32008, 6.64956, 0.44156)  -0.41
C (-3.63039, 6.75757, -0.94856)  -0.68
N (-3.22041, 3.77800, 2.86088)  -0.53
H (-0.89244, 5.21463, 2.38105)  -0.04
H (-1.58138, 5.61285, 4.04238)  0.39
H (-1.63217, 6.69859, 2.57217)  0.48
H (-3.84492, 5.72574, 2.94523)  0.39
H (-4.35000, 4.83654, 0.77192)  0.34
H (-2.77961, 4.69148, 0.32244)  -0.13
H (-2.89577, 6.13852, -1.46354)  0.24
H (-3.59116, 7.78951, -1.29735)  0.26
H (-4.57693, 6.30090, -1.23775)  0.31
H (-2.50797, 3.21590, 2.41751)  -0.18
H (-3.08198, 3.70896, 3.85896)  0.30
C (1.82695, -9.07564, 0.85707)  -1.39
C (1.31908, -8.27897, 2.00335)  0.54
C (1.87301, -6.79684, 1.96109)  -0.64
O (1.25479, -6.08552, 2.99339)  -0.39
C (1.51640, -4.68457, 2.90671)  -0.54
N (-0.09807, -8.45425, 1.80634)  -0.73
H (1.61508, -8.63943, -0.11911)  0.34
H (1.37091, -10.06343, 0.79072)  0.36
H (2.91071, -9.19144, 0.86964)  0.37
H (1.60379, -8.68546, 2.97382)  0.26
H (1.66202, -6.30509, 1.01148)  0.23
H (2.95793, -6.78816, 2.06588)  0.37
H (0.96824, -4.18347, 3.70453)  0.28
H (1.49329, -4.27158, 1.89824)  -0.05
H (2.55506, -4.52123, 3.19412)  0.56
H (-0.61160, -7.83817, 2.42021)  0.23
H (-0.31380, -9.39941, 2.08960)  0.26
C (-1.21718, -1.33495, 4.41898)  -1.59
C (-2.46280, -1.47675, 3.57183)  1.69
C (-2.55218, -2.81364, 2.90757)  -1.25
O (-1.48829, -2.92529, 1.99724)  0.38
C (-1.50212, -4.20069, 1.37990)  -0.97
N (-3.58268, -1.23836, 4.49052)  -0.81
H (-0.28823, -1.28687, 3.85078)  0.22
H (-0.99973, -2.11526, 5.14832)  0.39
H (-1.29328, -0.40105, 4.97589)  0.38
H (-2.55432, -0.66163, 2.85398)  -0.43
H (-3.52572, -2.82124, 2.41741)  0.33
H (-2.58088, -3.54474, 3.71551)  0.29
H (-0.66070, -4.33952, 0.70105)  0.10
H (-2.41414, -4.27989, 0.78825)  0.31
H (-1.44671, -5.04188, 2.07085)  0.41
H (-3.64606, -0.23147, 4.53796)  0.41
H (-4.32344, -1.49634, 3.85426)  0.31
C (0.10900, 2.06768, 4.67204)  -1.10
C (1.42162, 1.94877, 5.38418)  0.72
C (1.88962, 0.49214, 5.64200)  -0.41
O (3.20988, 0.60289, 6.24056)  -0.31
C (3.17532, 0.66015, 7.66960)  -0.72
N (2.41589, 2.61102, 4.51464)  -0.43
H (-0.73734, 1.94573, 5.34801)  0.55
H (-0.09262, 1.46348, 3.78751)  -0.40
H (0.01951, 3.09275, 4.31242)  0.46
H (1.45648, 2.54591, 6.29540)  0.40
H (1.98699, 0.03113, 4.65910)  -0.15
H (1.14147, -0.13451, 6.12747)  0.37
H (4.15043, 0.79315, 8.13818)  0.30
H (2.76295, -0.19593, 8.20361)  0.28
H (2.54931, 1.49047, 7.99637)  0.28
H (2.28629, 2.33793, 3.55094)  0.05
H (2.03143, 3.54351, 4.46232)  0.11
C (4.85008, -0.61260, -2.80665)  -1.57
C (5.00797, 0.58173, -1.85927)  0.40
C (3.99411, 1.62663, -2.17044)  -0.15
O (4.06376, 2.74422, -1.28487)  -0.27
C (3.04467, 3.74906, -1.54089)  -0.06
N (4.84792, 0.06598, -0.52467)  -0.53
H (4.81333, -0.23905, -3.82998)  0.44
H (3.98688, -1.25945, -2.64989)  0.28
H (5.69623, -1.29387, -2.71714)  0.47
H (6.01698, 0.96327, -2.01559)  0.23
H (2.97306, 1.26392, -2.28869)  -0.23
H (4.22097, 2.10170, -3.12488)  0.66
H (3.21820, 4.22158, -2.50770)  0.44
H (3.24402, 4.52163, -0.79827)  -0.08
H (2.00925, 3.42219, -1.44515)  -0.37
H (5.49166, -0.70988, -0.46355)  0.30
H (3.94647, -0.38461, -0.45788)  -0.16
C (-5.54861, -0.91413, -0.23411)  -1.74
C (-4.93104, -0.00368, 0.81172)  2.55
C (-4.43793, 1.37902, 0.22345)  -0.58
O (-3.71713, 1.07216, -1.03131)  -0.24
C (-3.02971, 2.19740, -1.51409)  -0.26
N (-5.80816, 0.22786, 1.95499)  -0.72
H (-6.52603, -0.57630, -0.57853)  0.27
H (-5.82336, -1.78887, 0.35535)  0.50
H (-4.90857, -1.13456, -1.08842)  0.20
H (-4.10722, -0.46734, 1.35434)  -1.28
H (-3.81111, 1.99078, 0.87226)  -0.02
H (-5.31700, 1.97344, -0.02553)  0.51
H (-2.76842, 2.11261, -2.56891)  0.01
H (-2.18024, 2.40213, -0.86249)  -0.19
H (-3.77723, 2.99062, -1.52454)  0.54
H (-6.14335, -0.56648, 2.48107)  0.24
H (-6.63211, 0.80230, 1.84902)  0.21
C (-5.73614, -3.18625, -3.59872)  -1.54
C (-4.48576, -4.08197, -3.47378)  0.41
C (-3.45144, -3.63187, -2.38269)  -0.93
O (-2.77654, -2.40627, -2.80628)  -0.56
C (-2.04878, -1.74664, -1.77033)  0.26
N (-4.91805, -5.44309, -3.25242)  -0.77
H (-6.44650, -3.54656, -4.34280)  0.44
H (-5.60744, -2.11339, -3.74194)  0.28
H (-6.28935, -3.19630, -2.65959)  0.38
H (-4.00486, -4.11448, -4.45141)  0.34
H (-2.63078, -4.31791, -2.17302)  0.45
H (-3.93900, -3.56489, -1.41012)  0.47
H (-1.15125, -2.32817, -1.55971)  0.51
H (-2.59370, -1.78190, -0.82698)  -0.07
H (-1.93675, -0.67886, -1.95847)  -0.43
H (-5.50883, -5.60998, -4.05443)  0.31
H (-4.05717, -5.95883, -3.36642)  0.29

Atoms 1-3, force components in eV/Å:
-1.943 1.684 2.377
2.721 1.604 0.816
-1.491 -0.454 0.666

---

No. 3
Here is the molecule C4H7NO2 at a distorted geometry from the Open Molecules 2025 dataset. Energies are from the ωB97M-V functional and the def2-TZVPD basis.

**Lowest unoccupied orbital energy**: 0.0228 Ha
**Structure (SMILES)**: CCC(=O)C(N)=O
**Energy relative to the best compared isomer or geometry (same formula, charge and spin)**: 45.5 kcal/mol

Each line ends with the Mulliken charge.
Cartesian coordinates (Å):
C (-1.63726, -1.24391, 0.51550)  -1.10
C (-0.60196, -0.51268, -0.36722)  -0.07
C (-0.20581, 0.73819, 0.29252)  0.33
O (-1.02205, 1.44986, 0.83727)  -0.57
C (1.29471, 0.91539, 0.30124)  0.45
N (2.00506, 0.77599, -0.86264)  -0.40
O (1.79829, 0.94227, 1.40363)  -0.55
H (-1.32661, -1.12480, 1.56954)  0.30
H (-2.59971, -0.75079, 0.45172)  0.29
H (-1.73920, -2.32334, 0.33597)  0.33
H (0.16132, -1.16817, -0.79440)  0.36
H (-0.75256, 0.35818, -1.18133)  0.14
H (1.62185, 1.06131, -1.75160)  0.23
H (3.00392, 0.88252, -0.75022)  0.25

Atoms 1-3, force components in eV/Å:
-0.286 0.336 -0.291
-0.153 0.660 -0.647
0.384 0.127 1.341

---

No. 4
Here is a structure of composition C34H23F10N2O5S2SbSrTe from the Open Molecules 2025 dataset. Energies are from the ωB97M-V functional and the def2-TZVPD basis.

**Lowest unoccupied orbital energy**: 0.1366 Ha
**Total charge**: -2
**Energy relative to the best compared isomer or geometry (same formula, charge and spin)**: 39.6 kcal/mol

Each line ends with the Mulliken charge.
Cartesian coordinates (Å):
Sr (0.79177, -0.43898, 0.00039)  1.62
O (2.83406, 1.64279, 3.21514)  -0.69
S (1.54714, 1.77113, 2.56660)  1.11
O (0.74030, 2.88564, 3.01394)  -0.69
O (0.78625, 0.51655, 2.48969)  -0.73
O (1.90243, 2.06404, 1.01391)  -0.23
C (-0.42168, 4.24081, 0.64084)  -0.57
C (0.22216, 4.85246, -0.41691)  -0.86
C (0.37570, 4.16324, -1.60942)  -0.62
C (-0.12774, 2.87423, -1.70657)  1.31
N (-0.76626, 2.29147, -0.69139)  0.90
C (-0.89940, 2.95266, 0.45168)  -1.08
C (0.04272, 2.05143, -2.93323)  -0.42
C (1.15123, 2.25238, -3.74922)  -0.44
C (1.34216, 1.42723, -4.83638)  -1.07
C (0.42426, 0.41822, -5.07417)  -0.80
C (-0.65637, 0.30077, -4.22025)  -0.26
N (-0.87041, 1.10657, -3.18133)  0.83
H (-0.50330, 4.70578, 1.61166)  0.45
H (0.63287, 5.84895, -0.30991)  0.41
H (0.89367, 4.61626, -2.44316)  0.47
H (-1.38089, 2.41238, 1.26044)  0.33
H (1.90175, 2.97440, -3.46284)  0.35
H (2.22235, 1.53712, -5.45757)  0.35
H (0.54773, -0.28996, -5.88231)  0.49
H (-1.38402, -0.48380, -4.38049)  -0.11
S (-2.53166, -0.36692, 0.05942)  -0.57
Sb (-3.41077, 0.84597, -1.63249)  1.92
C (-3.37229, 2.82377, -2.42920)  1.21
C (-3.72423, 3.86759, -1.58116)  -0.92
C (-3.75960, 5.17047, -2.05466)  -0.64
C (-3.46745, 5.43361, -3.38583)  -0.57
C (-3.13606, 4.39113, -4.23845)  -0.65
C (-3.07981, 3.08768, -3.76074)  -0.51
C (-5.47460, 1.06937, -1.01676)  0.37
C (-5.91522, 0.51765, 0.18024)  -0.57
C (-7.24776, 0.62847, 0.56130)  -0.56
C (-8.15497, 1.28690, -0.25605)  -0.41
C (-7.72545, 1.84066, -1.45525)  -0.73
C (-6.39243, 1.73539, -1.82700)  -0.18
C (-3.73770, -0.46313, -3.26632)  0.33
C (-3.24553, -1.75710, -3.13285)  -0.39
C (-3.41209, -2.67476, -4.16214)  -0.20
C (-4.07381, -2.30066, -5.32349)  -0.72
C (-4.57602, -1.01220, -5.45476)  -0.76
C (-4.40914, -0.09339, -4.42687)  -0.31
H (-3.96256, 3.67190, -0.54204)  0.32
H (-4.00532, 5.97946, -1.37814)  0.41
H (-3.48781, 6.45176, -3.75494)  0.36
H (-2.89815, 4.58926, -5.27648)  0.38
H (-2.77796, 2.28848, -4.42504)  0.32
H (-5.20292, -0.00400, 0.81013)  0.35
H (-7.57575, 0.19746, 1.49960)  0.39
H (-9.19379, 1.37171, 0.04044)  0.35
H (-8.42691, 2.35896, -2.09870)  0.38
H (-6.06860, 2.19259, -2.75663)  0.20
H (-2.70909, -2.03734, -2.23086)  0.29
H (-3.00356, -3.67246, -4.06008)  0.34
H (-4.19384, -3.01295, -6.13088)  0.38
H (-5.09377, -0.71896, -6.36040)  0.39
H (-4.80402, 0.90958, -4.54145)  0.28
F (5.32128, 1.68044, -0.69910)  -0.44
Te (3.79720, 1.69834, 0.42126)  2.17
F (5.11977, 1.46338, 1.74778)  -0.41
F (4.10354, 3.49449, 0.87276)  -0.44
F (1.46780, 0.25237, -1.97968)  -0.96
F (3.07018, 2.46765, -1.14473)  -0.43
O (3.37806, -0.03884, 0.35452)  -0.95
F (-0.52108, -3.21369, 1.43584)  -0.36
C (-0.70852, -3.64795, 0.14554)  1.14
C (-0.17126, -2.92236, -0.88634)  -0.82
C (-0.44366, -3.44192, -2.12892)  -0.09
F (-0.00082, -2.82316, -3.26079)  -0.37
C (-1.18966, -4.59068, -2.34743)  -0.04
F (-1.44258, -5.06378, -3.59341)  -0.47
C (-1.70062, -5.27890, -1.26219)  0.75
F (-2.42452, -6.40349, -1.44821)  -0.36
C (-1.45911, -4.80376, 0.01307)  0.14
F (-1.96082, -5.47702, 1.07170)  -0.36

Atoms 1-3, force components in eV/Å:
0.232 0.351 -0.006
-0.075 -0.015 0.002
-0.027 -0.073 0.278

---

No. 5
Here is a cluster of 2 separate species, C3H6N2O in total from the Open Molecules 2025 dataset. Energies are from the ωB97M-V functional and the def2-TZVPD basis.

**Lowest unoccupied orbital energy**: 0.0352 Ha
**Structure (SMILES)**: N=C=N.CC=O
**Energy relative to the best compared isomer or geometry (same formula, charge and spin)**: 40.1 kcal/mol

Each line ends with the Mulliken charge.
Cartesian coordinates (Å):
N (0.32462, 0.80456, -1.74365)  -0.69
C (0.33888, 1.87775, -1.14709)  0.64
N (0.49452, 2.92275, -0.52647)  -0.54
H (-0.43665, 0.19873, -1.44152)  0.34
H (0.02274, 3.74644, -0.87911)  0.26
C (0.49252, -1.54909, 0.67627)  -0.88
C (-0.90075, -1.10304, 1.01352)  0.23
O (-1.49588, -0.20986, 0.45080)  -0.51
H (0.90459, -0.96991, -0.15265)  0.27
H (0.48217, -2.61562, 0.42329)  0.28
H (1.13656, -1.43275, 1.55547)  0.27
H (-1.39481, -1.65970, 1.83675)  0.33

Atoms 1-3, force components in eV/Å:
-0.019 0.591 0.288
-0.012 -0.026 -0.110
0.001 -0.431 -0.270